Below is 2 unconnected molecules or ions with the total composition C6H10N2O2, with properties calculated with ωB97M-V/def2-TZVPD.

The frontier orbital gap is 10.8 eV. The calculation puts the LUMO energy at 0.48 eV. As for the SMILES: C#C[C@H](CO)[C@@H](N)C#N.O. As for the net charge: 0. As for the energy above the lowest of the compared OMol25 structures with the same formula, charge and spin: 3.741 eV. The calculation puts the highest occupied orbital energy at -10.30 eV.

Element x y z (Å)
C 3.175362 1.425179 -3.844530
C 2.412303 0.845192 -3.105005
C 1.427440 0.149438 -2.268303
C -0.000659 0.568401 -2.662447
O -0.297806 0.257917 -3.999953
C 1.715761 0.380396 -0.761407
N 1.545290 1.767752 -0.371684
C 0.921905 -0.568258 0.077833
N 0.474415 -1.573273 0.496380
H 3.874474 1.842493 -4.548107
H 1.525154 -0.930075 -2.462943
H -0.717729 0.015303 -2.040854
H -0.137225 1.644620 -2.467983
H 0.211709 0.830599 -4.582328
H 2.768182 0.111210 -0.592205
H 0.578622 2.017342 -0.186506
H 2.099785 2.005892 0.443329
O -1.072165 0.060946 1.929225
H -0.901641 -0.983363 1.768558
H -1.318055 0.505007 1.096092

Atoms 1-6, force components in eV/Å:
-0.494 -0.638 0.368
0.663 0.645 -0.615
-0.098 -0.252 0.041
-0.045 0.223 0.297
-0.133 -0.149 -0.052
-0.006 0.445 0.522

Here are the Mulliken charges for atoms 1 to 2, given in e: number 1, C, carries 0.421; number 2, C, carries -1.290

***

Below is a molecular structure, C39H46F3IrN6OSTe, with properties calculated with ωB97M-V/def2-TZVPD.

The multiplicity is 6. The frontier orbital gap (alpha / beta) is 4.6 / 5.3 eV. The calculation puts the LUMO energy (alpha / beta) at -2.89 / -5.32 eV. As for the net charge: +1. As for the energy above the lowest of the compared OMol25 structures with the same formula, charge and spin: 1.451 eV. The calculation puts the highest occupied orbital energy (alpha / beta) at -7.48 / -10.58 eV.

Element x y z (Å)
Ir -0.598883 0.106936 0.317575
C -0.028126 -1.558647 5.848706
C 0.514797 -0.135300 5.698436
N 1.530657 -0.039212 4.665048
C 2.905901 -0.259359 5.081899
C 3.640259 1.054482 5.340896
C 1.255602 0.158974 3.321073
S -0.421545 0.557047 2.941163
N 2.245522 0.184332 2.469614
C 2.393401 0.231168 1.151858
O 1.448648 0.223701 0.234486
C 3.769474 0.260503 0.638999
C 4.874971 0.315040 1.500325
C 6.163661 0.303456 1.000524
C 6.383699 0.249277 -0.371036
C 5.298761 0.215369 -1.235517
C 4.006357 0.220329 -0.740619
H -0.738787 -1.600517 6.674643
H 0.783094 -2.258108 6.053207
H -0.535954 -1.869202 4.933185
H 0.969831 0.177925 6.638471
H -0.303244 0.549306 5.477814
H 3.411408 -0.820799 4.296707
H 2.885325 -0.863566 5.989995
H 3.633403 1.671209 4.442361
H 4.674598 0.848209 5.616521
H 3.163949 1.603851 6.153551
H 4.702638 0.376566 2.563945
H 7.002858 0.342003 1.683428
H 7.391469 0.237644 -0.765028
H 5.465509 0.184731 -2.305135
H 3.162945 0.185163 -1.417650
C 0.532859 3.910137 -0.732951
C -0.386616 3.285442 0.338900
C -1.688572 4.112030 0.421101
C 0.350967 3.368684 1.693699
N -0.714270 1.945765 0.037988
H 0.763774 4.935082 -0.444794
H 0.043271 3.923379 -1.705272
H 1.459902 3.344389 -0.815425
H -1.451433 5.118345 0.763683
H -2.386674 3.656916 1.125893
H -2.166145 4.176801 -0.558447
H 0.659485 4.399819 1.859514
H 1.234978 2.728942 1.685138
H -0.308216 3.061182 2.507028
Te 0.298845 0.560691 -2.590704
C -1.661646 0.952111 -3.359551
C -2.063553 2.245841 -3.675028
C -3.312500 2.474468 -4.241219
C -4.164520 1.410171 -4.497028
C -3.768403 0.116664 -4.183778
C -2.522771 -0.111743 -3.617298
C 0.816985 -0.212578 -4.538547
C 0.494242 -1.492514 -4.962512
C 0.795021 -1.883218 -6.260025
C 1.422462 -0.999280 -7.126061
C 1.751729 0.278280 -6.697180
C 1.451882 0.672947 -5.400716
H -1.389371 3.077129 -3.512836
H -3.606916 3.483527 -4.500149
H -5.130720 1.588709 -4.951419
H -4.425747 -0.719562 -4.387512
H -2.207497 -1.126780 -3.405203
H 0.012994 -2.192596 -4.290164
H 0.542455 -2.881967 -6.591918
H 1.661980 -1.308999 -8.134841
H 2.242178 0.971318 -7.368126
H 1.705551 1.671248 -5.065830
F 1.307910 -6.540587 0.130854
C 0.057482 -6.225493 0.496430
F -0.785790 -6.825523 -0.352082
F -0.146519 -6.736371 1.718592
C -0.127512 -4.737277 0.500694
C 0.593356 -3.951647 1.392011
C 0.437199 -2.585528 1.352320
N -0.384575 -1.968197 0.492171
C -1.067210 -2.734918 -0.375290
C -0.973257 -4.106985 -0.401763
H 1.265273 -4.410521 2.104091
H 0.995733 -1.944402 2.024975
H -1.712399 -2.209670 -1.066290
H -1.550069 -4.683432 -1.110390
C -5.718859 1.399993 -1.056144
C -4.714977 0.638733 -0.266347
C -4.847023 -0.227235 0.799369
C -3.552282 -0.639010 1.138880
N -2.675209 -0.055738 0.317243
N -3.399647 0.710270 -0.526348
C -3.156021 -1.583583 2.221221
H -6.703860 1.301484 -0.607981
H -5.758324 1.029870 -2.080342
H -5.451918 2.457184 -1.090320
H -5.762707 -0.522741 1.282345
H -2.938854 1.235147 -1.257985
H -4.040865 -1.920996 2.754983
H -2.483998 -1.099828 2.931384
H -2.643230 -2.456255 1.815870

Atoms 1-6, force components in eV/Å:
0.658 0.224 0.706
0.034 0.178 0.009
-0.080 -0.266 -0.053
-0.094 0.134 0.458
0.079 0.069 -0.088
-0.059 -0.116 -0.070

Here are the Mulliken charges for atoms 1 to 2, given in e: number 1, Ir, carries 0.171; number 2, C, carries -0.846

***

Below is a gas-phase ion, C4H12N2P (charge +1), with properties calculated with ωB97M-V/def2-TZVPD.

The frontier orbital gap is 9.1 eV. The calculation puts the LUMO energy at -4.04 eV. As for the SMILES: [H]/P=N/[C@@H](C)[NH2+]CC. As for the net charge: +1. As for the energy above the lowest of the compared OMol25 structures with the same formula, charge and spin: 2.168 eV. The calculation puts the highest occupied orbital energy at -13.12 eV.

Element x y z (Å)
H 4.084939 -1.342352 -0.523056
P 3.396371 -0.353650 0.138414
N 1.962045 -0.635649 -0.301410
C 0.717078 0.203759 0.156892
C 0.980225 1.678463 0.357950
N -0.305658 -0.055900 -0.769169
C -1.695602 -0.031485 -0.387592
C -2.003184 -1.008289 0.695948
H 0.484111 -0.513723 1.009697
H 1.118536 2.160396 -0.649596
H 0.266875 2.307759 0.902670
H 1.950073 1.703122 0.770659
H -0.102297 0.212614 -1.742976
H -0.176079 -1.022652 -0.866468
H -2.130417 0.878106 -0.114620
H -2.224432 -0.255458 -1.430587
H -1.679221 -2.025775 0.465278
H -1.605178 -0.633117 1.620826
H -3.038186 -1.266176 0.667143

Atoms 1-6, force components in eV/Å:
0.233 -1.002 -0.619
1.548 1.775 1.495
-4.073 0.736 -1.228
3.812 -1.360 2.688
-0.290 0.277 -1.435
0.029 -0.689 -2.499

Here are the Mulliken charges for atoms 1 to 2, given in e: number 1, H, carries 0.104; number 2, P, carries 0.049

***

Below is 2 unconnected molecules or ions with the total composition CH2N3O, with properties calculated with ωB97M-V/def2-TZVPD.

The frontier orbital gap is 8.2 eV. The calculation puts the LUMO energy at 4.42 eV. As for the net charge: -1. As for the energy above the lowest of the compared OMol25 structures with the same formula, charge and spin: 1.985 eV. The calculation puts the highest occupied orbital energy at -3.76 eV.

Element x y z (Å)
C 1.150992 -1.810104 1.228652
N 1.107519 -2.655843 2.028383
N 0.615403 -0.017196 -0.278283
N -0.595424 0.318596 -0.086013
O -1.131287 1.242882 0.652399
H 1.395886 0.771458 -0.186772
H -1.251636 -0.409401 -0.483978

Atoms 1-6, force components in eV/Å:
0.495 -0.177 0.557
-0.104 -0.287 0.142
-0.205 2.292 -2.034
0.876 0.253 0.719
0.782 -1.053 -1.257
-2.612 -1.855 1.060

Here are the Mulliken charges for atoms 1 to 2, given in e: number 1, C, carries -0.397; number 2, N, carries -0.476